Molecular formula: C15H18IN3O3
Method: DFT, ωB97M-V/def2-TZVPD

Last column: Mulliken charge in e.
Positions of all 40 atoms, in Å:
1 N -1.26 -2.07 -3.54  -0.63
2 C -1.72 -0.80 -4.18  0.61
3 O -1.06 -0.42 -5.17  -0.48
4 O -2.89 -0.11 -3.69  -0.32
5 C -3.98 -0.70 -4.48  -0.42
6 C -4.64 -1.94 -3.72  0.25
7 O -5.04 -1.96 -2.55  -0.45
8 I -4.82 -3.81 -4.87  0.07
9 H -1.41 -2.77 -4.29  0.32
10 H -0.22 -1.96 -3.52  0.32
11 H -4.74 0.08 -4.85  0.34
12 H -3.48 -1.12 -5.43  0.38
13 C 3.26 -1.14 6.01  -0.86
14 N 2.67 -0.57 4.78  -0.01
15 C 3.49 -0.03 3.85  -0.34
16 C 2.98 0.47 2.67  -0.59
17 C 1.60 0.43 2.42  0.66
18 C 0.79 -0.11 3.42  -0.71
19 C 1.34 -0.60 4.59  -0.10
20 C 1.02 0.91 1.15  0.78
21 C 0.27 0.06 0.35  -0.81
22 C -0.32 0.52 -0.82  -0.24
23 N -0.18 1.81 -1.19  0.06
24 C 0.56 2.66 -0.45  -0.37
25 C 1.17 2.23 0.72  -0.59
26 C -0.85 2.31 -2.41  -0.71
27 H 3.85 -0.36 6.50  0.38
28 H 3.89 -1.98 5.72  0.38
29 H 2.47 -1.49 6.68  0.28
30 H 4.55 -0.03 4.07  0.49
31 H 3.66 0.88 1.94  0.50
32 H -0.29 -0.15 3.30  0.51
33 H 0.73 -1.03 5.37  0.40
34 H 0.13 -0.99 0.62  0.51
35 H -0.91 -0.13 -1.45  0.49
36 H 0.65 3.68 -0.80  0.49
37 H 1.74 2.95 1.30  0.52
38 H -0.09 2.73 -3.07  0.40
39 H -1.57 3.07 -2.10  0.38
40 H -1.36 1.49 -2.91  0.12

Results
Maximum force = 0.0917 Eh/bohr
Lowest unoccupied orbital energy = -7.7 eV
HOMO energy = -13.51 eV
Total charge = +2
HOMO-LUMO gap = 5.7675 eV
Total energy = -34543.594 eV